Record 1
176
Properties=species:S:1:pos:R:3 method="wB97M-V/def2-TZVPD" s_squared=0.7505 multiplicity=2 homo_lumo_gap_ev="1.27 / 8.51" total_charge=-1
O 14.0884 21.3937 14.1698
O 14.1772 12.2736 16.0428
O 18.5486 11.6432 17.4204
O 16.9738 22.5199 18.9638
O 13.5040 19.6704 20.5822
O 16.1604 16.4215 15.6738
O 20.1793 18.3426 15.9218
O 20.3323 13.3708 13.6388
O 10.4549 17.3830 17.4257
O 16.8787 19.2880 13.1167
O 16.6292 20.5875 23.2938
O 20.3520 18.2077 21.7707
O 8.7928 9.9487 12.7972
O 17.0189 24.4369 13.2277
O 14.3278 14.2684 20.6369
N 14.1062 24.1174 13.7461
N 17.4896 14.1091 18.5389
N 11.6073 10.5486 13.8624
N 18.2192 22.5128 21.7820
N 17.5846 16.8531 17.3806
N 18.3997 16.5877 13.2152
N 17.3049 18.2994 15.8764
N 19.8273 17.7752 18.9157
N 13.0480 18.4120 17.7845
C 18.1633 23.7277 20.9160
C 17.1265 16.8441 12.4818
C 19.9647 12.7030 14.7693
C 15.0368 24.9968 14.4843
C 20.4067 18.9913 14.7019
C 16.7288 14.2786 19.8412
C 10.6477 9.4449 14.2645
C 19.2493 12.3320 18.3737
C 16.9756 17.1033 16.2563
C 9.3411 16.5026 17.5003
C 18.9396 13.8209 18.5976
C 19.5261 19.0762 20.9471
C 18.1898 23.2326 19.4631
C 15.1977 14.2041 19.5130
C 21.2779 18.3332 16.8338
C 12.1020 19.8538 20.3687
C 13.4846 12.0353 14.8364
C 14.3694 18.5958 18.4364
C 20.4075 18.4371 23.1881
C 17.9237 24.8315 12.1784
C 9.8529 9.0688 13.0209
C 20.1228 14.8032 13.6152
C 12.4471 10.8807 14.9923
C 16.0532 25.4540 13.4533
C 14.1775 20.0994 14.7761
C 20.9120 17.3485 17.9674
C 16.9884 18.3282 12.0331
C 14.3865 15.4579 21.3832
C 12.8907 17.1917 16.9743
C 20.1545 19.0653 19.5399
C 13.0124 23.5860 14.5867
C 17.8328 22.5906 23.1779
C 16.3526 19.3504 23.9268
C 18.7207 15.1494 13.0138
C 7.9737 9.5376 11.6807
C 17.6649 21.3031 23.9393
C 18.7931 10.2536 17.3091
C 11.4410 16.9971 16.4815
C 15.1381 13.2910 15.8449
C 13.5100 22.2691 15.1748
C 17.1605 22.0180 17.6130
C 14.3441 19.8407 19.4548
C 17.0479 20.6626 12.8412
H 9.5151 15.4576 17.7569
H 17.5421 15.9432 17.8168
H 14.2490 20.7863 18.9210
H 11.9586 20.8558 19.9641
H 18.3709 16.7323 14.2144
H 11.6706 19.9029 21.3684
H 20.2814 15.3369 14.5523
H 13.0540 10.0238 15.2846
H 17.1304 13.3082 18.0392
H 14.5709 19.3480 14.0915
H 13.9966 15.4825 22.4007
H 18.4638 24.0876 18.8451
H 20.8325 15.1892 12.8835
H 16.1148 21.1793 12.6166
H 19.4041 18.4923 23.6102
H 14.6198 25.9085 14.9121
H 18.5163 18.6661 20.9310
H 18.4961 25.7048 12.4913
H 15.6673 13.7321 16.6895
H 9.9878 9.8688 15.0214
H 12.7152 24.3700 15.2832
H 13.0966 12.9820 14.4602
H 11.3605 15.9392 16.2313
H 20.3267 12.2226 18.2495
H 14.9931 13.2535 19.0203
H 17.7168 18.6360 11.2829
H 8.7270 16.6257 16.6082
H 11.8940 11.2858 15.8397
H 14.8682 14.9962 18.8407
H 18.8418 24.5361 21.1883
H 9.5152 8.0572 13.2465
H 11.6563 19.0104 19.8413
H 12.1838 23.2296 13.9747
H 19.4420 19.0165 14.1951
H 12.3545 18.4341 18.5184
H 15.3495 19.8285 19.8758
H 17.3965 25.0543 11.2507
H 15.9378 12.8601 15.2424
H 15.0874 18.8010 17.6424
H 16.0226 18.3668 11.5294
H 15.6161 24.4839 15.2520
H 19.5848 17.1348 19.6581
H 19.1272 11.7735 19.3018
H 19.5923 14.3323 17.8902
H 17.9436 14.4736 13.3710
H 21.4152 19.3080 17.3018
H 8.8472 16.9032 18.3855
H 16.9595 18.4993 14.9486
H 14.7685 14.1833 15.3396
H 19.4140 20.0898 21.3318
H 15.4376 25.7918 12.6196
H 18.1560 18.6655 16.2786
H 17.0002 13.4313 20.4709
H 18.4623 9.7629 18.2245
H 8.5362 9.4192 10.7547
H 17.1829 24.1116 21.1980
H 14.4822 23.2277 13.4507
H 14.8011 20.0801 15.6699
H 13.1605 16.3883 17.6597
H 7.4161 8.6275 11.9020
H 16.9484 15.2149 20.3540
H 18.3172 9.8310 16.4243
H 15.5225 18.9862 23.3215
H 19.6880 19.8427 18.9349
H 22.1592 17.9952 16.2885
H 13.4964 16.9927 16.0903
H 17.5735 21.8225 21.4260
H 12.6718 21.7864 15.6773
H 11.2483 8.5833 14.5559
H 15.4142 15.7336 21.6197
H 18.3492 17.4314 17.6984
H 17.0032 16.1574 11.6444
H 10.5880 8.9090 12.2321
H 18.6225 20.7874 23.8668
H 20.6515 12.9777 15.5699
H 13.1689 19.7171 14.9333
H 19.8589 10.0633 17.1831
H 21.2303 19.2308 19.5979
H 17.4931 21.0283 13.7666
H 11.2451 17.5538 15.5651
H 11.1161 11.3805 13.5679
H 16.1507 19.3985 24.9969
H 20.7278 20.0325 14.7327
H 18.8574 15.0022 11.9425
H 20.5751 16.3827 17.5906
H 18.6437 24.0616 11.9012
H 16.9729 23.2298 23.3784
H 14.1393 22.4269 16.0507
H 17.1717 18.6559 23.7400
H 14.7968 17.7202 18.9250
H 21.1901 17.8165 23.6247
H 18.5576 23.1393 23.7793
H 7.2101 10.2943 11.5002
H 16.5819 26.3635 13.7387
H 17.3732 21.4625 24.9774
H 19.3622 14.1946 19.5303
H 16.3130 16.5952 13.1633
H 19.0329 22.5590 19.3096
H 18.9818 13.0577 15.0795
H 14.1982 11.6510 14.1076
H 21.7893 17.1981 18.5964
H 18.0279 21.3588 17.5779
H 16.3443 21.5278 17.0823
H 13.8516 16.2074 20.8000
H 19.9386 11.6404 14.5278
H 20.8194 19.4190 23.4215
H 21.1056 18.3935 14.1170
H 17.5453 22.8033 16.9624
H 17.6737 20.8969 11.9801

---

Record 2
187
Properties=species:S:1:pos:R:3 method="wB97M-V/def2-TZVPD" homo_lumo_gap_ev=4.52 total_charge=-1
O 5.0586 -0.7484 3.2242
O 3.5683 -6.3344 0.6233
O -1.4208 -1.8507 -7.0964
O 4.1032 4.0871 -1.5916
O -5.4579 -1.4132 -4.6186
O 1.7000 3.9165 3.6065
O -0.5905 -2.1078 -3.2542
O -4.1294 -1.9197 -2.2625
O -1.6773 3.5634 -4.1353
O -2.3645 -6.2534 -4.6805
O -5.1470 2.1788 3.1675
O 1.4830 5.1697 -1.4997
O 0.5646 5.9473 1.9559
O -4.0838 -5.7986 4.0059
O -3.8114 -4.4555 1.5133
O -1.9804 -2.1108 -0.5340
O 4.0405 4.6503 5.1720
O -0.2309 -4.2096 -5.2639
O -4.2515 3.3674 -5.2239
O -1.9778 7.6269 1.0170
O -2.7817 -0.1644 -5.0537
O -2.0661 -4.6319 -2.3315
O -0.6932 7.0382 -2.5035
N 0.5659 -6.0352 0.6468
N -2.5014 3.1190 4.6177
N 5.7054 0.7863 -1.7336
N -1.1955 -1.0276 0.0713
N 7.9635 -0.3015 3.0308
C -2.9547 -5.9005 3.0807
C 4.6228 5.2547 -0.9633
C 4.1290 4.3295 3.7994
C 0.6656 -2.8573 -3.4307
C -0.7185 5.9591 -1.6104
C -1.5089 -1.1368 2.6046
C -4.8621 2.0391 4.5922
C -1.5053 0.4506 -0.2759
C -5.0971 -0.8756 -2.1751
C -0.7878 5.6885 2.0619
C 3.6117 1.1797 -0.6052
C 0.1255 -2.6438 1.4860
C 4.5750 1.6785 -1.7299
C -2.2591 0.4189 -6.2650
C 1.3671 -7.2052 0.9231
C -0.5700 -1.2765 1.4303
C 6.9674 0.6749 3.5203
C 5.1045 3.0981 -1.4825
C 1.3909 -8.1144 -0.3070
C 4.6915 -5.8331 1.2853
C -2.8213 4.0783 -3.5272
C 0.6080 -0.3202 1.7740
C 2.6484 -6.7641 1.6214
C -1.9003 -6.7866 -3.4674
C -6.3840 2.1765 2.6256
C 0.7873 -3.2962 -4.8880
C -4.1201 3.3262 -3.8129
C -3.2333 1.8363 4.7497
C -3.3616 -5.8638 1.5799
C 5.6224 0.4037 2.6073
C -1.2904 -5.7877 -2.4792
C -1.4436 0.6483 -1.8223
C 0.1392 1.1516 1.7223
C 4.1802 -1.5156 2.5046
C 0.2201 4.8605 -2.1002
C 7.6289 2.0946 3.4088
C 2.9599 3.4249 3.3314
C -0.3133 1.3501 0.2799
C -2.8430 1.0252 0.4025
C -6.0956 -1.1413 -3.3585
C -1.5726 6.9162 2.2148
C -1.1278 -0.3918 -6.9227
C -2.7740 1.3023 6.1094
H -0.2588 -5.6047 -2.7797
H -0.2271 -0.1783 -6.3472
H -3.2081 0.4590 -4.4611
H -2.5981 1.7088 1.2155
H 0.3971 -8.4048 -0.6479
H 1.5398 -0.4817 1.2320
H 7.4025 -1.1395 3.0865
H -6.9802 1.2820 2.8058
H 1.8011 -3.6795 -5.0045
H 5.6000 5.4872 -1.3865
H -2.4240 6.6925 2.8576
H -3.7162 -2.0525 -1.4062
H 3.4508 -0.8628 2.0253
H 3.9746 1.6235 -2.6379
H -0.9367 0.0313 -7.9089
H -3.0382 1.0790 3.9904
H -0.5160 6.3864 -0.6283
H -0.8158 5.1872 3.0294
H -1.9103 3.6141 -5.0652
H -4.1122 2.2999 -3.4457
H 4.6496 -2.1842 1.7829
H -3.0004 5.1399 -3.6975
H 0.9816 5.2393 2.4522
H 5.6544 0.3375 1.5198
H -3.0211 0.7683 -6.9617
H 3.9561 6.0417 -1.3158
H -1.2046 -7.5933 -3.6983
H -6.6492 -2.0434 -3.0981
H -6.8162 -0.3324 -3.4794
H 0.9804 -0.3896 2.7961
H -2.6466 -7.0867 -5.0645
H -1.1585 7.5865 2.9679
H -2.0039 -0.1769 2.7511
H 5.0741 3.8073 3.6505
H 3.3394 0.1642 -0.8926
H -1.1745 4.9699 1.3393
H -2.2260 -5.1298 3.3319
H 6.3399 1.1757 -2.4161
H 5.0356 -6.6699 1.8931
H 3.6133 -2.0409 3.2732
H 2.2358 4.6718 -1.8269
H -3.0995 3.7663 5.1112
H -0.5752 2.4078 0.2526
H -1.2048 -6.2212 -1.4828
H 0.6581 -2.5242 -5.6465
H 2.4986 -5.9833 2.3671
H 0.9494 -5.6717 -0.2139
H -1.6475 -4.0274 -1.7142
H -1.7796 0.8741 5.9834
H 1.4351 -2.1206 -3.2001
H -3.3172 1.6075 -0.3876
H -0.5245 -3.4755 1.2142
H -2.5543 3.4323 3.6590
H -4.6233 4.1486 -5.6400
H -7.0184 3.0315 2.8589
H -4.9498 -5.6799 3.6088
H -1.5145 1.7141 -2.0392
H 4.4988 -4.8723 1.7625
H -3.4498 0.2128 0.8023
H 3.7617 5.5637 5.2697
H -0.5317 0.1836 -2.1972
H 0.5276 1.2715 -0.4092
H 8.0610 -0.2154 2.0292
H -1.8279 1.3735 -5.9636
H 0.2359 4.7700 -3.1863
H -0.6169 -1.7097 -2.3810
H -1.3755 8.3744 1.0119
H 0.9659 -2.7807 0.8054
H 0.4574 -2.9831 2.4672
H -4.1142 -6.6248 1.3733
H 8.4342 2.0277 4.1404
H -1.1183 -1.3664 3.5960
H 0.8645 -7.6608 1.7764
H -0.9907 -2.1160 -7.9127
H 1.6895 3.9741 4.5647
H -5.2456 1.1033 4.9988
H 0.7809 -5.4434 1.4365
H 7.0858 3.0286 3.5532
H -3.5143 0.6376 6.5547
H -0.0232 3.8732 -1.7078
H 0.7808 -3.7445 -2.8080
H 2.6963 1.7646 -0.6942
H -3.0323 -3.8975 1.5702
H -1.7535 5.6406 -1.7341
H 6.5549 0.7109 4.5286
H 3.9780 1.2231 0.4205
H -6.0285 -1.2979 -5.3820
H 4.6282 5.2757 0.1265
H -2.6475 -6.9169 3.3268
H -6.2961 2.3232 1.5491
H -5.3150 2.7357 5.2977
H 3.0438 2.5441 3.9680
H 1.9196 -7.4889 -1.0262
H -0.6039 1.4600 2.4577
H 2.0056 -8.9914 -0.1044
H 3.1188 -7.6449 2.0585
H 1.0108 1.7735 1.9265
H -2.5391 2.0671 6.8496
H 5.3841 -0.0442 -2.2103
H 5.4582 -5.5656 0.5581
H -2.2232 -1.9593 2.5676
H -2.6549 -7.3813 -2.9526
H -2.2812 0.0944 -2.2462
H 0.2150 -4.9342 -5.7086
H 8.2879 2.2295 2.5511
H -4.6811 0.1298 -2.2409
H 4.1135 5.2545 3.2229
H -2.5681 -6.1796 0.9026
H 4.8757 1.1975 2.6293
H -0.1370 7.7031 -2.0910
H -5.6867 -0.9539 -1.2617
H -4.9156 3.9694 -3.4367
H 2.9143 3.1778 2.2707
H -2.6848 3.9740 -2.4508
H 5.8768 3.3250 -2.2175
H 5.6219 3.0800 -0.5233

---

Record 3
92
Properties=species:S:1:pos:R:3 method="wB97M-V/def2-TZVPD" s_squared=3.9092 multiplicity=4 homo_lumo_gap_ev="6.28 / 6.35" total_charge=-2
Se -0.9486 4.0973 -1.5661
Se -0.6298 3.4784 -3.8230
Se 1.0232 5.1482 -1.0441
Se 1.5316 2.6066 -3.5341
As 2.2195 0.2146 -0.6518
Ge -2.7953 -0.4062 -1.5973
Cr 1.2407 2.6719 -1.0431
S -0.3640 2.6458 1.9574
S -0.8895 0.4038 -1.3160
S 3.5624 3.1598 -0.5184
F -5.7809 0.6705 -0.6695
F -4.6405 4.1235 -3.4991
F -4.4910 -1.2316 -4.3521
F -2.0747 -6.1549 -3.6295
F -5.1918 0.4260 3.9675
F -6.6589 1.1797 1.8051
F -1.9532 -1.4224 1.1423
F -1.6827 -1.5270 -4.1875
F -3.5327 2.5229 -1.6474
F -2.8329 -0.8805 3.6163
F -1.2960 -4.0227 -5.1142
F -3.3529 -5.7716 -1.2636
F -5.6667 3.0573 -5.7775
F -3.8176 -3.2962 -0.3630
F -5.5873 0.3698 -6.1724
O 0.6852 2.4967 0.9141
O -0.8786 3.9933 2.0340
O -1.3656 1.6011 1.9506
C 4.9766 -0.5967 -1.2586
C 4.5849 1.7715 -0.8786
C 1.4772 -2.4898 -3.7548
C 6.8172 0.9292 -1.3285
C 5.9603 1.9824 -1.0600
C 4.1104 0.4545 -0.9774
C -0.0787 2.0609 4.6206
C 1.9704 2.4498 3.4252
C -2.9333 -4.7102 -1.9737
C 1.7181 -2.6507 -0.9968
C 0.5884 2.3710 3.4423
C -3.7956 -0.3488 0.1319
C 1.8737 -1.4254 -1.6326
C -5.0509 0.8989 -5.0590
C 3.3900 -0.5536 1.9251
C 6.3333 -0.3715 -1.4359
C 0.6420 1.8311 5.7795
C -2.2891 -4.9100 -3.1774
C 1.4439 -3.7940 -1.7380
C -3.9019 0.5895 -2.9389
C 2.8116 1.6380 7.0456
C -5.0991 2.2625 -4.8595
C 2.2244 -0.4064 1.1824
C -4.7406 0.1737 2.7302
C -4.5755 2.8018 -3.7006
C -3.1546 -3.4178 -1.5262
C -4.4617 0.0912 -4.1013
C 1.7437 -1.3462 -3.0156
C -4.9982 0.2900 0.3608
C -2.0896 -2.5503 -3.4302
C -5.4791 0.5583 1.6302
C -3.9981 1.9622 -2.7685
C -1.8810 -3.8224 -3.9235
C 3.3164 -0.9438 3.2566
C 0.9192 -1.0399 3.1027
C 1.3292 -3.7169 -3.1184
C 2.0828 -1.1853 3.8461
C -3.1040 -0.7472 1.2664
C -2.7308 -2.3028 -2.2250
C 2.6839 2.2141 4.5945
C 0.9880 -0.6481 1.7730
C 2.0350 1.9030 5.7817
C -3.5438 -0.4912 2.5480
H 4.2260 -1.0425 3.8385
H 1.3547 -2.4176 -4.8288
H 3.8809 1.5712 6.8414
H 2.4800 2.6690 2.4940
H 1.1058 -4.6054 -3.6984
H 1.8032 -0.3833 -3.5095
H -1.1585 1.9748 4.6093
H 2.4989 0.7014 7.5133
H 1.7949 -2.7172 0.0814
H -0.0515 -1.1994 3.5567
H 3.7678 2.2543 4.5712
H 0.0804 -0.4991 1.2007
H 7.0023 -1.1941 -1.6578
H 1.3132 -4.7435 -1.2308
H 4.5773 -1.6016 -1.3412
H 0.1190 1.5749 6.6958
H 6.3425 2.9942 -0.9948
H 7.8749 1.1271 -1.4676
H 4.3540 -0.3500 1.4745
H 2.0267 -1.4664 4.8919
H 2.6610 2.4348 7.7790

---

no.,total energy (eV)
1,-90468.331
2,-101000.128
3,-531508.838